# 1
{
  "formula": "C39H66N4OP2RuSSe3Te",
  "method": "ωB97M-V with the def2-TZVPD basis set",
  "max_force_ev_per_a": 1.32,
  "s_squared": 0.7578,
  "multiplicity": 2,
  "charge": 1,
  "relative_energy_kcal_mol": 4.36,
  "homo_lumo_gap_ha": [0.24825, 0.21094],
  "symbols": ["Ru", "Se", "Se", "Te", "Se", "C", "C", "C", "C", "C", "C", "P", "C", "C", "C", "C", "C", "C", "C", "C", "C", "C", "C", "C", "H", "H", "H", "H", "H", "H", "H", "H", "H", "H", "H", "H", "H", "H", "H", "H", "H", "H", "H", "H", "H", "H", "H", "H", "H", "H", "H", "H", "H", "H", "H", "H", "H", "S", "C", "N", "C", "C", "C", "C", "C", "C", "H", "H", "H", "H", "H", "C", "C", "C", "P", "C", "C", "C", "C", "C", "C", "H", "H", "H", "H", "H", "H", "H", "H", "H", "H", "H", "H", "H", "H", "H", "H", "H", "H", "H", "H", "H", "C", "N", "C", "C", "C", "N", "C", "O", "N", "H", "H", "H", "H", "H", "H", "H"],
  "positions_angstrom": [[-0.61, -0.09, 0.24], [1.64, -0.84, 0.74], [3.41, 0.31, 1.61], [4.60, 1.47, -0.34], [3.06, 1.24, -2.15], [-4.22, 4.13, 3.68], [-4.21, 3.96, 2.16], [-2.79, 3.63, 1.65], [-1.96, 2.90, 2.72], [-2.90, 1.96, 3.48], [-3.85, 2.80, 4.36], [-0.51, 2.00, 1.96], [0.57, 1.58, 3.41], [0.23, 0.21, 4.01], [1.20, -0.08, 5.15], [0.93, 0.88, 6.33], [0.23, 2.16, 5.88], [0.76, 2.64, 4.53], [0.54, 3.33, 1.17], [0.65, 4.67, 1.93], [0.89, 5.86, 1.00], [1.81, 5.44, -0.14], [1.04, 4.50, -1.08], [0.14, 3.52, -0.30], [-5.21, 4.45, 4.01], [-3.52, 4.91, 3.97], [-4.57, 4.87, 1.68], [-4.90, 3.16, 1.89], [-2.28, 4.55, 1.36], [-2.87, 2.99, 0.77], [-1.55, 3.62, 3.43], [-2.35, 1.26, 4.11], [-3.47, 1.38, 2.75], [-3.39, 2.99, 5.32], [-4.76, 2.21, 4.54], [1.54, 1.45, 2.92], [0.30, -0.53, 3.21], [-0.79, 0.17, 4.39], [2.22, 0.06, 4.78], [1.11, -1.11, 5.48], [1.88, 1.14, 6.81], [0.32, 0.38, 7.08], [0.39, 2.95, 6.62], [-0.85, 2.01, 5.81], [1.83, 2.85, 4.64], [0.28, 3.59, 4.27], [1.54, 2.87, 1.15], [1.48, 4.60, 2.63], [-0.25, 4.87, 2.52], [1.33, 6.67, 1.57], [-0.05, 6.23, 0.59], [2.68, 4.93, 0.27], [2.16, 6.30, -0.70], [1.74, 3.96, -1.71], [0.41, 5.11, -1.74], [0.22, 2.53, -0.77], [-0.90, 3.84, -0.35], [-2.34, -2.94, -3.14], [-1.98, -1.60, -2.11], [-0.74, -1.45, -1.78], [0.06, -2.42, -2.37], [1.44, -2.53, -2.26], [2.07, -3.60, -2.86], [1.35, -4.55, -3.59], [-0.02, -4.43, -3.75], [-0.66, -3.35, -3.14], [-2.77, -0.93, -1.80], [2.00, -1.79, -1.70], [3.14, -3.71, -2.76], [1.86, -5.38, -4.04], [-0.58, -5.15, -4.32], [0.17, -2.85, 3.56], [-1.30, -2.87, 3.12], [-1.94, -4.17, 3.62], [-1.49, -2.42, 1.31], [-1.11, -3.94, 0.30], [0.30, -4.46, 0.63], [-2.15, -5.05, 0.28], [-3.34, -2.16, 1.05], [-4.35, -3.04, 1.77], [-3.69, -0.71, 1.39], [0.24, -2.56, 4.60], [0.79, -2.17, 2.96], [0.61, -3.84, 3.47], [-1.82, -2.03, 3.60], [-1.39, -5.04, 3.26], [-2.98, -4.28, 3.34], [-1.89, -4.17, 4.71], [-1.06, -3.54, -0.71], [0.31, -4.99, 1.58], [1.02, -3.64, 0.69], [0.63, -5.14, -0.15], [-2.38, -5.43, 1.28], [-1.76, -5.88, -0.31], [-3.07, -4.72, -0.19], [-3.46, -2.32, -0.03], [-4.34, -2.84, 2.84], [-4.20, -4.11, 1.61], [-5.35, -2.80, 1.40], [-3.65, -0.56, 2.47], [-4.70, -0.47, 1.05], [-3.01, 0.01, 0.92], [-3.94, 3.46, -1.79], [-2.76, 2.92, -2.47], [-2.36, 3.41, -3.67], [-1.24, 2.97, -4.28], [-0.49, 1.96, -3.60], [-0.87, 1.52, -2.41], [-2.01, 1.93, -1.84], [-2.41, 1.49, -0.75], [0.57, 1.39, -4.18], [-4.64, 3.85, -2.52], [-3.64, 4.26, -1.11], [-4.40, 2.67, -1.21], [-2.99, 4.17, -4.11], [-0.93, 3.35, -5.24], [1.01, 1.80, -4.98], [1.11, 0.74, -3.62]]
}

***

# 2
{
  "formula": "C3H6N2O",
  "method": "ωB97M-V with the def2-TZVPD basis set",
  "smiles": "NCCN=C=O",
  "max_force_ev_per_a": 0.80,
  "relative_energy_kcal_mol": 32.56,
  "homo_lumo_gap_ha": 0.36756,
  "symbols": ["N", "C", "C", "N", "C", "O", "H", "H", "H", "H", "H", "H"],
  "positions_angstrom": [[0.87, -0.27, 0.68], [-0.60, -0.13, 0.80], [-0.89, 0.75, -0.44], [-0.23, 0.08, -1.54], [0.80, -0.59, -1.28], [1.71, -1.30, -1.55], [1.36, 0.62, 0.79], [1.43, -1.02, 1.06], [-1.13, -1.08, 0.63], [-0.90, 0.28, 1.77], [-1.95, 0.90, -0.67], [-0.47, 1.76, -0.26]]
}

***

# 3
{
  "formula": "C18H27F6N9P",
  "method": "ωB97M-V with the def2-TZVPD basis set",
  "max_force_ev_per_a": 4.86,
  "charge": -1,
  "relative_energy_kcal_mol": 6.85,
  "homo_lumo_gap_ha": 0.40991,
  "symbols": ["P", "F", "F", "F", "F", "F", "F", "C", "C", "N", "H", "H", "H", "C", "C", "N", "H", "H", "H", "C", "C", "N", "H", "H", "H", "C", "C", "N", "H", "H", "H", "C", "C", "N", "H", "H", "H", "C", "C", "N", "H", "H", "H", "C", "C", "N", "H", "H", "H", "C", "C", "N", "H", "H", "H", "C", "C", "N", "H", "H", "H"],
  "positions_angstrom": [[-0.60, -0.47, 0.92], [0.19, -1.89, 1.06], [-1.74, -0.94, 1.98], [0.27, 0.17, 2.11], [-1.45, 0.93, 0.83], [0.51, 0.08, -0.11], [-1.44, -1.11, -0.31], [3.27, -1.27, -0.47], [3.38, -1.32, 1.00], [3.57, -1.15, 2.14], [2.26, -1.17, -0.81], [3.70, -2.19, -0.91], [3.82, -0.37, -0.77], [2.80, 2.49, 1.81], [2.80, 3.45, 0.65], [2.88, 4.15, -0.26], [2.01, 1.77, 1.80], [2.70, 3.10, 2.72], [3.81, 2.05, 1.77], [-0.04, -4.69, 3.85], [0.78, -5.61, 4.57], [1.54, -6.38, 5.03], [0.54, -3.75, 3.70], [-0.96, -4.62, 4.45], [-0.21, -5.19, 2.94], [-0.25, -0.96, -3.42], [-1.69, -1.33, -3.53], [-2.75, -1.71, -3.65], [0.11, -0.72, -2.42], [-0.05, -0.04, -4.05], [0.34, -1.76, -3.90], [-1.85, 2.15, 3.49], [-0.77, 3.13, 3.43], [0.12, 3.87, 3.33], [-1.28, 1.22, 3.30], [-2.59, 2.30, 2.64], [-2.41, 2.18, 4.50], [-2.01, -4.11, -0.56], [-3.00, -5.04, -1.14], [-3.70, -5.95, -1.26], [-2.47, -3.41, 0.14], [-1.30, -3.64, -1.25], [-1.33, -4.74, 0.04], [3.33, 3.61, -3.63], [3.06, 2.24, -3.16], [2.95, 1.11, -2.88], [4.28, 3.56, -4.22], [3.63, 4.26, -2.79], [2.46, 3.99, -4.21], [-0.53, 3.48, -0.84], [-0.47, 3.59, -2.28], [-0.34, 3.64, -3.44], [-0.70, 2.40, -0.67], [-1.37, 4.11, -0.53], [0.46, 3.88, -0.54], [-4.19, -0.02, -1.02], [-3.72, 1.35, -1.09], [-3.37, 2.44, -1.24], [-5.11, -0.03, -0.41], [-3.50, -0.63, -0.45], [-4.35, -0.49, -1.99]]
}

***

# 4
{
  "formula": "C24H52N2O2P2SW",
  "method": "ωB97M-V with the def2-TZVPD basis set",
  "max_force_ev_per_a": 10.04,
  "s_squared": 2.0555,
  "multiplicity": 3,
  "charge": 4,
  "relative_energy_kcal_mol": 8.08,
  "homo_lumo_gap_ha": [0.22112, 0.19831],
  "symbols": ["W", "C", "O", "C", "O", "P", "C", "H", "C", "H", "C", "H", "C", "P", "H", "H", "C", "H", "C", "H", "H", "H", "C", "H", "H", "H", "C", "H", "H", "H", "C", "H", "H", "H", "C", "H", "H", "H", "C", "H", "H", "H", "C", "H", "H", "H", "C", "H", "C", "H", "H", "C", "H", "H", "H", "C", "H", "H", "H", "C", "H", "H", "H", "C", "H", "H", "H", "H", "H", "S", "C", "N", "C", "C", "C", "N", "H", "H", "H", "H", "H", "H", "H", "H"],
  "positions_angstrom": [[-0.27, -0.25, -0.27], [1.54, -0.41, -1.05], [2.66, -0.54, -1.45], [-2.21, -0.01, -0.69], [-3.38, 0.16, -0.82], [-0.23, 2.00, -1.47], [-0.58, 1.97, -3.29], [-0.57, 3.03, -3.57], [-1.52, 3.17, -0.84], [-2.42, 2.54, -0.89], [1.44, 2.80, -1.42], [2.06, 2.06, -1.95], [1.25, -3.50, 0.82], [-0.25, -2.65, 0.16], [-1.01, -4.06, -1.60], [2.03, -3.23, 0.09], [-1.68, -3.48, 0.98], [-1.42, -4.55, 0.96], [-1.31, 3.55, 0.62], [-2.18, 4.11, 0.98], [-0.42, 4.17, 0.78], [-1.22, 2.66, 1.26], [-1.80, 4.43, -1.68], [-0.97, 5.15, -1.64], [-2.69, 4.92, -1.25], [-2.03, 4.21, -2.72], [1.56, 4.14, -2.17], [1.14, 4.10, -3.18], [2.63, 4.36, -2.28], [1.10, 4.97, -1.63], [2.02, 2.92, -0.01], [3.06, 3.28, -0.09], [2.06, 1.96, 0.51], [1.47, 3.63, 0.61], [0.51, 1.25, -4.10], [1.50, 1.71, -3.99], [0.24, 1.28, -5.16], [0.59, 0.20, -3.82], [-1.95, 1.38, -3.62], [-1.97, 0.30, -3.46], [-2.16, 1.56, -4.68], [-2.77, 1.83, -3.04], [1.10, -5.03, 0.87], [0.77, -5.45, -0.08], [0.41, -5.34, 1.65], [2.09, -5.45, 1.09], [1.68, -2.95, 2.18], [0.95, -3.14, 2.98], [-1.00, -1.99, -2.33], [1.84, -1.87, 2.12], [2.63, -3.42, 2.47], [0.99, -3.52, -2.24], [-0.36, -1.05, -2.18], [-0.95, -2.10, -3.42], [-2.05, -1.83, -2.07], [-0.36, -3.17, -1.61], [0.84, -3.65, -3.32], [1.41, -4.46, -1.87], [1.72, -2.72, -2.10], [-2.98, -3.29, 0.20], [-3.27, -2.23, 0.14], [-3.79, -3.82, 0.73], [-2.93, -3.69, -0.81], [-1.83, -3.04, 2.44], [-2.05, -1.97, 2.52], [-0.94, -3.24, 3.04], [-2.66, -3.59, 2.89], [-0.31, -1.88, -5.11], [-0.43, -1.19, -5.39], [-0.47, 0.30, 1.96], [0.80, 0.94, 3.01], [0.55, 2.15, 3.56], [0.84, 2.48, 4.96], [1.73, 1.46, 5.63], [1.71, 0.05, 5.04], [1.76, 0.20, 3.59], [-0.10, 2.73, 3.04], [-0.12, 2.54, 5.48], [1.30, 3.48, 4.95], [1.43, 1.39, 6.68], [2.75, 1.84, 5.58], [0.80, -0.47, 5.38], [2.59, -0.53, 5.35], [2.12, -0.59, 3.05]]
}